No. 1
{"formula": "C35H37N3O8", "method": "wB97M-V/def2-TZVPD", "elements": ["C", "O", "C", "C", "C", "C", "C", "C", "O", "O", "C", "C", "C", "O", "C", "O", "C", "C", "H", "H", "H", "H", "H", "H", "H", "H", "H", "H", "H", "H", "H", "C", "N", "C", "O", "C", "C", "C", "C", "C", "C", "C", "C", "N", "C", "C", "C", "C", "C", "C", "C", "N", "O", "O", "C", "C", "C", "C", "C", "H", "H", "H", "H", "H", "H", "H", "H", "H", "H", "H", "H", "H", "H", "H", "H", "H", "H", "H", "H", "H", "H", "H", "H"], "xyz": [[-3.387, 7.601, -1.206], [-2.776, 6.662, -2.130], [-2.975, 5.326, -1.952], [-2.327, 4.434, -2.849], [-2.428, 3.068, -2.700], [-3.200, 2.485, -1.643], [-3.324, 1.073, -1.471], [-4.125, 0.488, -0.404], [-4.600, 1.071, 0.558], [-4.323, -0.878, -0.459], [-4.052, -1.526, -1.713], [-4.018, -3.033, -1.427], [-5.093, -1.164, -2.756], [-2.728, -1.162, -2.155], [-2.372, 0.168, -2.094], [-1.261, 0.466, -2.501], [-3.863, 3.401, -0.772], [-3.766, 4.773, -0.916], [-3.072, 8.581, -1.567], [-4.483, 7.534, -1.229], [-3.023, 7.453, -0.179], [-1.731, 4.853, -3.658], [-1.881, 2.406, -3.367], [-3.249, -3.248, -0.680], [-4.982, -3.379, -1.044], [-3.785, -3.588, -2.339], [-5.087, -0.089, -2.957], [-4.876, -1.708, -3.681], [-6.086, -1.462, -2.403], [-4.444, 3.001, 0.053], [-4.286, 5.424, -0.210], [4.894, -3.472, 2.891], [4.159, -2.838, 1.823], [4.342, -3.192, 0.517], [5.153, -4.023, 0.114], [3.380, -2.356, -0.323], [2.330, -3.201, -1.053], [2.956, -4.167, -2.036], [2.798, -5.546, -1.856], [3.432, -6.438, -2.722], [4.205, -5.952, -3.784], [4.353, -4.573, -3.971], [3.728, -3.678, -3.097], [2.804, -1.450, 0.679], [1.915, -0.499, 0.336], [1.327, 0.363, 1.251], [0.411, 1.366, 0.948], [-0.141, 2.266, 1.925], [-1.011, 3.334, 1.526], [-1.586, 4.192, 2.446], [-1.290, 4.043, 3.824], [-1.858, 4.915, 4.798], [-1.551, 4.730, 6.001], [-2.636, 5.829, 4.442], [-0.419, 3.025, 4.255], [0.145, 2.162, 3.329], [3.253, -1.723, 2.060], [2.113, -2.182, 2.986], [4.027, -0.555, 2.696], [5.490, -4.291, 2.481], [5.554, -2.745, 3.382], [4.197, -3.864, 3.642], [3.970, -1.777, -1.058], [1.737, -3.752, -0.302], [1.657, -2.500, -1.572], [2.195, -5.903, -1.017], [3.330, -7.511, -2.554], [4.697, -6.652, -4.461], [4.968, -4.189, -4.787], [3.846, -2.598, -3.226], [1.678, -0.431, -0.728], [1.612, 0.238, 2.290], [0.109, 1.481, -0.097], [-1.208, 3.475, 0.460], [-2.260, 4.994, 2.147], [-0.203, 2.944, 5.320], [0.824, 1.390, 3.697], [1.649, -3.093, 2.584], [2.519, -2.392, 3.984], [1.336, -1.423, 3.090], [4.909, -0.319, 2.087], [3.417, 0.347, 2.778], [4.351, -0.840, 3.705]], "atomic_forces_ev_per_a": [[0.4, -0.7, -0.6], [-0.3, 0.8, 0.4], [-0.3, -1.1, 0.5], [-0.3, 0.9, 0.5], [-0.4, -0.5, 0.7], [0.2, 1.8, 0.2], [0.2, -1.8, 0.4], [0.2, 0.6, -0.4], [0.0, -0.5, -0.1], [0.2, -0.4, -0.5], [0.4, 0.2, 0.5], [0.1, 0.3, 0.0], [-0.2, 0.0, -0.2], [-0.2, -0.2, 0.2], [-0.8, 0.4, 0.6], [0.3, -0.3, -0.2], [0.3, -0.6, -0.2], [0.7, 0.9, -0.8], [-0.1, -0.1, 0.1], [0.3, -0.1, 0.0], [-0.1, -0.1, -0.2], [-0.1, 0.0, 0.2], [-0.2, 0.3, 0.1], [-0.1, 0.1, -0.1], [0.1, 0.2, -0.1], [0.0, 0.1, 0.0], [0.0, -0.2, 0.0], [0.0, 0.1, 0.1], [0.2, 0.1, 0.0], [0.1, 0.1, -0.3], [0.1, -0.2, -0.2], [0.0, 0.1, 0.4], [0.1, -0.2, -0.5], [1.1, -0.8, -0.2], [-1.3, 1.1, 0.4], [0.7, 0.0, -0.2], [-0.3, 0.0, 0.1], [0.1, 0.0, 0.0], [0.2, 0.3, -0.2], [0.0, 0.2, -0.1], [-0.1, 0.1, 0.2], [-0.1, 0.0, 0.2], [0.0, -0.5, 0.0], [-1.4, 1.4, -0.7], [1.0, -1.2, 0.0], [-0.9, 1.1, 0.7], [0.8, -0.9, -0.4], [-0.7, 1.2, 1.3], [0.7, -0.9, -0.3], [0.0, 0.3, 1.3], [0.8, -1.4, -2.0], [-1.5, 2.2, 2.6], [-0.4, 0.2, -2.3], [1.6, -1.9, 0.2], [-0.2, 0.3, -0.1], [-0.1, 0.0, -0.6], [0.2, -0.4, 0.7], [-0.2, -0.1, -0.2], [0.2, 0.1, -0.3], [-0.2, 0.2, 0.0], [0.0, -0.2, -0.1], [0.2, 0.0, -0.1], [-0.2, -0.2, 0.3], [0.1, 0.2, -0.3], [0.1, -0.3, 0.1], [0.2, 0.0, -0.3], [0.0, 0.3, -0.1], [-0.1, 0.2, 0.2], [-0.2, -0.2, 0.2], [0.0, -0.4, -0.1], [0.0, 0.0, 0.2], [-0.2, 0.2, -0.4], [-0.1, 0.1, 0.2], [-0.1, -0.1, 0.3], [0.2, -0.3, -0.1], [0.0, 0.0, -0.4], [-0.3, 0.2, -0.1], [0.1, 0.2, 0.1], [-0.1, 0.0, -0.3], [0.1, -0.2, 0.1], [-0.2, 0.0, 0.2], [0.2, -0.1, 0.1], [-0.1, 0.1, -0.3]], "e_tot_ha": -2121.958416, "charge": 0, "largest_force_ev_per_a": 3.7, "homo_lumo_gap_ev": 2.75, "homo_ev": -5.763, "relative_energy_kcal_mol": 10.5}

=====

No. 2
{"formula": "C35H37N5P2PtSeTe", "method": "wB97M-V/def2-TZVPD", "elements": ["Pt", "N", "C", "C", "N", "C", "C", "N", "H", "H", "H", "H", "H", "H", "H", "H", "H", "H", "H", "H", "H", "Te", "C", "C", "C", "N", "C", "C", "C", "P", "C", "C", "C", "C", "C", "C", "C", "C", "C", "C", "C", "C", "P", "C", "C", "C", "C", "C", "C", "C", "C", "C", "C", "C", "C", "H", "H", "H", "H", "H", "H", "H", "H", "H", "H", "H", "H", "H", "H", "H", "H", "H", "H", "H", "H", "H", "H", "H", "H", "Se", "C", "N"], "xyz": [[1.263, 2.160, -0.089], [0.165, 3.877, 0.294], [1.054, 4.994, -0.174], [2.513, 4.787, 0.285], [2.706, 3.396, 0.785], [4.057, 2.782, 0.676], [4.108, 1.854, -0.517], [2.904, 0.963, -0.549], [-0.701, 3.916, -0.240], [-0.101, 3.987, 1.269], [0.661, 5.952, 0.165], [1.017, 4.953, -1.261], [2.805, 5.489, 1.066], [3.173, 4.943, -0.568], [2.472, 3.397, 1.772], [4.234, 2.233, 1.602], [4.830, 3.548, 0.594], [5.020, 1.256, -0.498], [4.097, 2.417, -1.449], [3.049, 0.136, 0.024], [2.786, 0.686, -1.525], [-3.272, -0.877, 0.136], [-2.775, -2.924, 0.078], [-3.389, -3.835, 0.919], [-2.966, -5.161, 0.861], [-1.999, -5.587, 0.059], [-1.437, -4.702, -0.763], [-1.794, -3.362, -0.805], [-1.241, -0.314, 0.428], [-0.378, -1.063, 1.605], [1.383, -1.305, 1.467], [2.270, -0.804, 2.421], [3.616, -1.120, 2.327], [4.070, -1.945, 1.301], [3.183, -2.458, 0.363], [1.833, -2.143, 0.443], [-1.099, -2.158, 2.784], [-2.198, -1.741, 3.544], [-2.750, -2.611, 4.463], [-2.218, -3.888, 4.617], [-1.122, -4.296, 3.869], [-0.546, -3.429, 2.956], [-0.548, 0.900, -0.771], [-0.506, -0.137, -2.246], [0.660, -0.852, -2.525], [0.708, -1.732, -3.591], [-0.418, -1.911, -4.388], [-1.581, -1.212, -4.111], [-1.630, -0.327, -3.045], [-1.938, 2.051, -0.920], [-2.128, 2.754, -2.111], [-3.085, 3.760, -2.168], [-3.845, 4.073, -1.049], [-3.647, 3.386, 0.143], [-2.688, 2.385, 0.212], [-4.160, -3.541, 1.619], [-3.420, -5.906, 1.504], [-0.674, -5.088, -1.431], [-1.326, -2.690, -1.518], [1.909, -0.183, 3.231], [4.310, -0.744, 3.066], [5.119, -2.204, 1.245], [3.540, -3.116, -0.419], [1.130, -2.552, -0.274], [-2.613, -0.750, 3.410], [-3.594, -2.298, 5.063], [-2.658, -4.567, 5.336], [-0.714, -5.289, 3.995], [0.310, -3.749, 2.375], [1.532, -0.742, -1.898], [1.621, -2.268, -3.814], [-0.379, -2.586, -5.232], [-2.452, -1.335, -4.741], [-2.539, 0.226, -2.856], [-1.541, 2.517, -2.992], [-3.236, 4.294, -3.097], [-4.593, 4.852, -1.107], [-4.236, 3.630, 1.017], [-2.520, 1.878, 1.158], [1.991, 2.932, -2.975], [0.698, 2.282, -4.082], [-0.144, 1.856, -4.750]], "atomic_forces_ev_per_a": [[0.0, -0.1, -0.2], [0.0, 0.0, -0.1], [0.0, 0.0, 0.1], [0.0, 0.0, -0.1], [-0.1, 0.0, 0.2], [0.1, 0.0, 0.0], [0.0, 0.0, 0.0], [0.0, 0.0, 0.1], [0.0, 0.0, 0.0], [0.0, 0.0, 0.0], [0.0, 0.0, 0.0], [0.0, 0.0, 0.0], [0.0, 0.0, 0.0], [0.0, -0.1, 0.0], [0.0, 0.0, 0.0], [0.0, 0.0, 0.0], [0.0, 0.0, 0.0], [0.0, 0.0, 0.0], [0.0, 0.0, 0.0], [0.0, 0.0, 0.0], [0.0, 0.0, 0.0], [0.0, 0.0, 0.0], [0.0, 0.0, 0.0], [0.0, 0.0, 0.0], [0.0, 0.0, 0.0], [0.0, 0.0, 0.0], [0.0, 0.0, 0.0], [0.0, 0.0, 0.0], [-0.1, 0.1, 0.0], [0.1, -0.1, 0.0], [0.0, 0.0, -0.1], [0.0, 0.0, 0.0], [0.0, 0.0, 0.0], [0.0, 0.0, 0.0], [0.0, 0.0, 0.0], [0.0, 0.1, 0.0], [0.0, 0.1, 0.0], [0.0, 0.0, 0.0], [0.0, 0.0, 0.0], [0.0, 0.0, 0.0], [0.0, 0.0, 0.0], [0.0, 0.0, 0.0], [0.0, 0.0, 0.1], [0.1, -0.1, 0.0], [0.0, 0.0, 0.0], [-0.1, 0.0, -0.1], [0.1, 0.0, 0.0], [-0.1, 0.1, 0.0], [0.0, 0.1, 0.0], [0.0, 0.1, 0.0], [0.0, -0.1, 0.0], [0.0, 0.0, 0.0], [0.0, 0.0, -0.1], [0.0, 0.0, 0.0], [0.0, 0.0, 0.0], [0.0, 0.0, 0.0], [0.0, 0.0, 0.0], [0.0, 0.0, 0.0], [0.0, 0.0, 0.0], [0.0, 0.0, 0.0], [0.0, 0.0, 0.0], [0.0, 0.0, 0.0], [0.0, 0.0, 0.0], [0.0, 0.0, 0.0], [0.0, 0.0, 0.0], [0.0, 0.0, 0.0], [0.0, 0.0, 0.0], [0.0, 0.0, 0.0], [0.0, 0.0, 0.0], [0.0, 0.0, 0.0], [0.0, 0.0, 0.0], [0.0, 0.0, 0.0], [0.0, 0.0, 0.0], [0.0, 0.0, 0.0], [0.0, 0.0, 0.0], [0.0, 0.0, 0.0], [0.0, 0.0, 0.0], [0.0, 0.0, 0.0], [0.0, 0.0, 0.0], [0.0, 0.1, -0.1], [0.0, 0.0, 0.1], [0.0, 0.0, 0.0]], "e_tot_ha": -5100.649051, "charge": 2, "largest_force_ev_per_a": 0.2, "homo_lumo_gap_ev": 5.06, "homo_ev": -12.039, "relative_energy_kcal_mol": 14.0}